Record 1
55
Properties=species:S:1:pos:R:3 method="wB97M-V/def2-TZVPD" homo_lumo_gap_ha=0.216 e_homo_ev=-11.095 charge=+1 max_force_ev_per_a=3.0
Bi 0.208 2.003 0.628
I -2.524 1.097 -0.870
C -3.237 -0.906 -0.552
C -4.510 -1.109 -0.062
C -5.242 -2.287 -0.383
C -4.670 -3.304 -1.082
C -3.337 -3.112 -1.510
C -2.809 -4.059 -2.400
C -1.494 -3.975 -2.817
C -0.627 -2.887 -2.429
C -1.113 -1.968 -1.490
P 0.050 -0.898 -0.593
C 1.493 -1.896 -0.289
C 1.548 -2.379 1.019
C 2.473 -3.360 1.326
C 3.457 -3.771 0.430
C 3.389 -3.290 -0.865
C 2.461 -2.250 -1.200
C 0.603 0.192 -1.982
C 1.824 0.843 -1.828
C 2.275 1.686 -2.813
C 1.528 1.926 -3.995
C 0.240 1.403 -4.062
C -0.184 0.461 -3.146
C -2.535 -1.977 -1.154
H -5.035 -0.233 0.318
H -6.274 -2.271 -0.054
H -5.214 -4.183 -1.453
H -3.443 -4.811 -2.829
H -1.128 -4.675 -3.563
H 0.341 -2.717 -2.899
H 0.764 -2.137 1.748
H 2.353 -3.715 2.373
H 4.290 -4.388 0.725
H 4.027 -3.690 -1.659
H 2.460 -1.810 -2.206
H 2.466 0.647 -1.003
H 3.232 2.147 -2.768
H 1.881 2.537 -4.822
H -0.415 1.837 -4.803
H -1.062 -0.111 -3.263
O 0.771 5.892 1.425
C 0.296 4.840 1.868
O -0.574 4.024 1.237
C 0.585 4.533 3.293
C 1.017 5.627 4.131
C 1.188 5.422 5.492
C 1.050 4.156 6.058
C 0.916 3.040 5.256
C 0.777 3.195 3.841
S 1.140 1.698 2.995
H 1.024 6.634 3.678
H 1.354 6.294 6.180
H 1.025 4.035 7.131
H 0.926 2.002 5.694

---

Record 2
70
Properties=species:S:1:pos:R:3 method="wB97M-V/def2-TZVPD" homo_lumo_gap_ha=0.296 e_homo_ev=-8.251 max_force_ev_per_a=0.9
Zr 0.135 0.089 -0.214
N -0.647 -1.225 -2.034
C -2.014 -0.840 -2.456
C -2.819 -0.494 -1.217
O -4.029 -0.643 -1.192
N -2.035 -0.073 -0.194
C -2.695 0.029 1.092
C -1.683 -0.312 2.167
O -1.940 -0.485 3.327
O -0.443 -0.385 1.673
H -0.685 -2.185 -1.699
H -0.009 -1.227 -2.822
H -1.941 0.049 -3.080
H -2.513 -1.636 -3.007
H -3.077 1.035 1.296
H -3.550 -0.645 1.162
O 1.872 1.376 0.063
S 3.112 0.676 0.619
O 3.412 -0.494 -0.199
O 2.232 -0.006 1.931
C 2.634 -1.221 2.423
C 3.463 -1.232 3.539
C 3.878 -2.430 4.088
C 3.468 -3.633 3.524
C 2.636 -3.619 2.422
C 2.200 -2.418 1.856
P 1.068 -2.495 0.439
C -0.402 -3.371 1.051
C -1.244 -4.024 0.146
C -2.462 -4.536 0.560
C -2.853 -4.404 1.886
C -2.021 -3.764 2.790
C -0.801 -3.248 2.378
C 1.824 -3.638 -0.757
C 2.662 -3.121 -1.746
C 3.260 -3.970 -2.666
C 3.029 -5.337 -2.608
C 2.202 -5.858 -1.623
C 1.602 -5.014 -0.702
H 3.764 -0.282 3.962
H 4.523 -2.427 4.957
H 3.792 -4.575 3.946
H 2.311 -4.557 1.987
H -0.938 -4.175 -0.884
H -3.105 -5.034 -0.153
H -3.809 -4.794 2.209
H -2.327 -3.638 3.820
H -0.185 -2.710 3.086
H 2.873 -2.062 -1.778
H 3.912 -3.558 -3.425
H 3.496 -5.996 -3.329
H 2.021 -6.924 -1.571
H 0.953 -5.431 0.059
F 3.929 1.948 -5.974
C 2.962 1.961 -5.059
C 2.850 0.933 -4.143
F 3.705 -0.092 -4.164
C 1.836 0.978 -3.208
F 1.768 -0.059 -2.326
C 0.897 1.993 -3.124
S -0.423 2.013 -1.974
C 1.042 3.012 -4.067
F 0.190 4.036 -4.072
C 2.050 3.004 -5.014
F 2.148 3.998 -5.895
Cl -1.801 2.838 3.880
C -1.776 3.634 2.315
Cl -0.514 2.993 1.230
H -1.554 4.685 2.452
H -2.733 3.494 1.827

---

Record 3
59
Properties=species:S:1:pos:R:3 method="wB97M-V/def2-TZVPD" s2=0.771 homo_lumo_gap_ha="0.185 / 0.280" e_homo_ev="-2.483 / -5.058" spin_multiplicity=2 charge=-1 max_force_ev_per_a=0.9
Pt -2.265 -0.372 0.493
O -4.713 0.050 -0.922
C -3.754 0.584 -0.412
C -3.633 2.086 -0.487
C -4.765 2.862 -0.717
C -4.678 4.243 -0.719
C -3.458 4.870 -0.505
C -2.317 4.104 -0.307
C -2.401 2.716 -0.308
P -0.988 1.579 -0.125
C -0.437 1.344 -1.851
C -0.747 2.230 -2.880
C -0.318 1.975 -4.178
C 0.426 0.840 -4.454
C 0.742 -0.049 -3.433
C 0.308 0.197 -2.139
C 0.313 2.634 0.578
C 1.422 3.067 -0.136
C 2.380 3.862 0.480
C 2.238 4.230 1.810
C 1.134 3.790 2.531
C 0.183 2.989 1.920
H -5.707 2.351 -0.871
H -5.568 4.842 -0.876
H -3.394 5.952 -0.495
H -1.360 4.590 -0.159
H -1.334 3.116 -2.670
H -0.572 2.665 -4.974
H 0.755 0.641 -5.468
H 1.318 -0.940 -3.647
H 0.548 -0.487 -1.335
H 1.547 2.780 -1.173
H 3.244 4.191 -0.085
H 2.988 4.848 2.287
H 1.021 4.060 3.574
H -0.667 2.624 2.489
S -4.509 -0.279 2.922
C -3.465 -0.900 1.909
C 2.473 -4.225 -1.062
C 2.388 -4.994 0.226
C 2.455 -6.377 0.263
C 2.343 -7.055 1.470
Cl 2.427 -8.797 1.483
C 2.166 -6.369 2.653
C 2.106 -4.981 2.630
C 2.214 -4.295 1.428
O 2.213 -2.947 1.331
C 1.434 -2.177 2.256
C 0.641 -1.176 1.404
O 1.153 -0.081 1.159
O -0.492 -1.615 1.022
H 2.587 -4.898 -1.911
H 3.314 -3.529 -1.046
H 1.571 -3.625 -1.201
H 2.582 -6.936 -0.655
H 2.081 -6.908 3.587
H 1.984 -4.435 3.556
H 2.100 -1.647 2.936
H 0.741 -2.817 2.802